Computed, not measured: the molecule C7H5N3O5 at a distorted geometry, with ωB97M-V with the def2-TZVPD basis set.

The value obtained for the strongest force on any atom is 0.0798 hartree/bohr. The calculation puts the LUMO energy (alpha / beta) at -1.47 / -1.47 eV. The energy above the lowest of the compared OMol25 structures with the same formula, charge and spin is 9.855 eV. The total charge is 0. The orbital gap (alpha / beta) comes out at 7.836 / 7.837 eV.

Positions of all 20 atoms, in Å:
C1 -0.4990 -3.0414 0.1688
C2 -0.5391 -2.2850 1.3513
C3 -0.0568 -2.5456 -1.0448
C4 -0.2422 -0.9037 1.2668
C5 0.2535 -1.1600 -1.1197
C6 0.2222 -0.3665 0.0085
C7 0.4211 1.0851 -0.0928
N1 -0.8655 3.5803 -0.3523
N2 0.0624 1.6911 -1.1940
N3 0.8989 1.8511 0.9694
O1 -0.9929 4.7198 -0.3972
O2 0.2406 3.0345 -1.2784
O3 -0.3984 1.0952 -2.1901
O4 1.5851 1.3240 1.7797
O5 0.5023 3.0060 1.0999
H1 -0.3248 -4.1781 0.2562
H2 -0.6381 -2.7203 2.3397
H3 0.0271 -3.2949 -1.7304
H4 -0.2288 -0.2384 2.1618
H5 0.5722 -0.6534 -2.0024

Computed, not measured: a structure of composition C37H81BrF6FeN3OSbSi4, with ωB97M-V with the def2-TZVPD basis set.

The value obtained for the strongest force on any atom is 0.0129 hartree/bohr. As for the expectation value of S²: 8.763. The calculation puts the LUMO energy (alpha / beta) at -1.63 / -3.39 eV. The energy above the lowest of the compared OMol25 structures with the same formula, charge and spin is 1.218 eV. The total charge is +1. The orbital gap (alpha / beta) comes out at 7.650 / 7.223 eV. Its multiplicity is 6.

Positions of all 135 atoms, in Å:
Fe1 -0.0560 1.1399 1.1140
C1 -0.0055 1.3893 4.5562
C2 -1.1970 0.6139 5.1133
N1 -1.8376 -0.2355 4.1212
C3 -3.0790 0.2525 3.5365
C4 -3.1110 0.3761 2.0191
N2 -2.2090 1.3608 1.3854
C5 -2.2924 2.7261 1.9423
C6 -1.4332 2.9008 3.2093
N3 -0.2982 1.9721 3.2524
H1 0.8453 0.7167 4.4207
H2 0.2812 2.1538 5.2899
H3 -1.9200 1.3019 5.5674
H4 -0.8305 0.0041 5.9384
H5 -1.9727 -1.1616 4.4923
H6 -3.3780 1.1991 3.9946
H7 -3.8948 -0.4365 3.7740
H8 -4.1455 0.6418 1.7643
H9 -2.8989 -0.5940 1.5684
H10 -2.5092 1.4129 0.4148
H11 -3.3307 2.9929 2.1692
H12 -1.9423 3.4016 1.1658
H13 -2.0456 2.7301 4.0904
H14 -1.1086 3.9401 3.2702
H15 0.5335 2.4122 2.8610
C7 -2.2727 3.2985 -3.1646
C8 -1.3219 2.7130 -4.2218
C9 -1.9365 2.9391 -5.6151
C10 -0.0159 3.5156 -4.1331
Si1 -0.9727 0.8511 -3.9606
Br1 -0.7233 0.6666 -1.6158
C11 -2.4757 -0.2801 -4.3354
C12 -3.7867 0.3749 -3.8759
C13 -2.4058 -1.6412 -3.6349
C14 -2.5624 -0.5239 -5.8536
C15 0.7034 0.2330 -4.6510
C16 0.8153 -1.2910 -4.5003
C17 0.8077 0.5749 -6.1490
C18 1.9096 0.8598 -3.9309
H16 -2.4578 4.3479 -3.4120
H17 -1.8257 3.2720 -2.1697
H18 -3.2373 2.7956 -3.1240
H19 -2.0221 4.0155 -5.7891
H20 -2.9370 2.5165 -5.7040
H21 -1.3206 2.5297 -6.4185
H22 -0.2541 4.5830 -4.1565
H23 0.6537 3.3151 -4.9686
H24 0.5180 3.3205 -3.2033
H25 -3.7824 0.5764 -2.8019
H26 -4.6119 -0.3142 -4.0788
H27 -4.0033 1.3031 -4.4012
H28 -2.4070 -1.5275 -2.5519
H29 -1.5365 -2.2271 -3.9213
H30 -3.2955 -2.2187 -3.9067
H31 -2.6067 0.4012 -6.4307
H32 -3.4743 -1.0883 -6.0694
H33 -1.7236 -1.1159 -6.2206
H34 0.0880 -1.8212 -5.1141
H35 0.6948 -1.6097 -3.4628
H36 1.8097 -1.6061 -4.8306
H37 0.0195 0.1100 -6.7431
H38 1.7644 0.2029 -6.5280
H39 0.7855 1.6490 -6.3315
H40 1.8215 0.8225 -2.8464
H41 2.0696 1.8965 -4.2168
H42 2.8093 0.3025 -4.2093
C19 1.8798 4.5120 1.8991
C20 1.2342 4.0573 0.5861
O1 0.6144 2.8554 0.7054
C21 2.3347 3.9840 -0.5414
F1 2.6223 2.7098 -0.8317
F2 3.4834 4.5662 -0.1579
F3 1.9698 4.5761 -1.6899
C22 0.1897 5.1312 0.1937
F4 -0.6668 5.3381 1.2182
F5 0.7543 6.3129 -0.0824
F6 -0.5581 4.7623 -0.8556
H43 2.6422 3.7947 2.1895
H44 1.1115 4.5452 2.6712
H45 2.3374 5.4960 1.8189
C23 5.2056 -0.5327 2.2702
C24 4.2677 0.6793 2.1526
C25 4.7008 1.5184 0.9410
C26 4.3391 1.5072 3.4435
C27 2.8904 0.2019 1.9554
C28 1.7518 -0.1950 1.7921
H46 6.2166 -0.1779 2.4769
H47 5.2304 -1.1032 1.3411
H48 4.9062 -1.1918 3.0834
H49 5.7237 1.8670 1.0909
H50 4.0606 2.3879 0.8041
H51 4.6664 0.9282 0.0249
H52 5.3351 1.9394 3.5493
H53 4.1417 0.8830 4.3165
H54 3.6112 2.3202 3.4332
C29 -0.0424 -3.0476 5.1599
Si2 0.9850 -3.1952 3.5981
C30 2.7575 -2.7298 3.9710
C31 0.8534 -4.9820 3.0187
Sb1 0.1671 -1.6892 1.6413
Si3 1.4996 -2.8768 -0.2597
C32 0.2142 -3.5499 -1.4474
C33 2.5699 -1.5681 -1.0690
C34 2.6255 -4.2750 0.2958
Si4 -2.5453 -3.8615 1.5466
C35 -3.7731 -3.7330 2.9652
C36 -3.1595 -2.9478 0.0117
C37 -2.1946 -5.6694 1.1744
H55 0.3596 -3.7716 5.8753
H56 -1.0838 -3.3273 4.9818
H57 0.0004 -2.0688 5.6300
H58 3.1616 -3.3974 4.7367
H59 2.8358 -1.7028 4.3316
H60 3.3765 -2.8226 3.0787
H61 0.2013 -5.5349 3.6988
H62 1.8335 -5.4632 3.0306
H63 0.4460 -5.0855 2.0142
H64 -0.4677 -2.7655 -1.7733
H65 -0.3813 -4.3401 -0.9842
H66 0.6958 -3.9742 -2.3327
H67 2.0325 -0.6409 -1.2696
H68 2.9565 -1.9568 -2.0159
H69 3.4198 -1.3313 -0.4279
H70 2.0885 -5.2005 0.5022
H71 3.2331 -4.0261 1.1662
H72 3.3139 -4.4710 -0.5323
H73 -4.1020 -2.7063 3.1272
H74 -3.3697 -4.1202 3.9021
H75 -4.6601 -4.3265 2.7209
H76 -2.4477 -2.1997 -0.3413
H77 -4.1053 -2.4406 0.2179
H78 -3.3272 -3.6530 -0.8060
H79 -1.9133 -6.2151 2.0756
H80 -1.4083 -5.8101 0.4321
H81 -3.1067 -6.1284 0.7782

Computed, not measured: a cluster of 2 separate species, C5H11NO in total at a distorted geometry, with ωB97M-V with the def2-TZVPD basis set.

The value obtained for the strongest force on any atom is 0.0797 hartree/bohr. As for the SMILES: [H]/N=C\C.C=C(C)O. The calculation puts the LUMO energy at 0.68 eV. The energy above the lowest of the compared OMol25 structures with the same formula, charge and spin is 3.389 eV. The total charge is 0. The orbital gap comes out at 8.953 eV.

Positions of all 18 atoms, in Å:
H1 -0.0728 1.6379 -0.6588
N1 0.3533 1.3720 -1.7722
C1 0.0931 0.2041 -2.0697
C2 -1.1117 -0.6763 -1.4307
H2 0.7699 -0.4318 -2.6381
H3 -1.8443 -0.0734 -0.8952
H4 -1.6152 -1.0207 -2.3363
H5 -0.7593 -1.5559 -0.8944
C3 -0.1711 1.2901 1.1246
C4 0.1362 -0.0414 1.2540
C5 1.5046 -0.5997 1.0338
O1 -0.7527 -0.9700 1.6874
H6 0.6375 1.9943 1.2573
H7 -1.1072 1.6413 1.5384
H8 1.9293 -0.1956 0.1162
H9 1.4626 -1.6775 0.9394
H10 2.1520 -0.3438 1.8738
H11 -1.6044 -0.5539 1.8704

Computed, not measured: a structure of composition C25H32BrGe2IrN2O3 at a distorted geometry, with ωB97M-V with the def2-TZVPD basis set.

The value obtained for the strongest force on any atom is 0.0755 hartree/bohr. As for the expectation value of S²: 0.896. The calculation puts the LUMO energy (alpha / beta) at -10.83 / -10.67 eV. The energy above the lowest of the compared OMol25 structures with the same formula, charge and spin is 1.564 eV. The total charge is +3. The orbital gap (alpha / beta) comes out at 5.827 / 5.813 eV. Its multiplicity is 2.

Positions of all 66 atoms, in Å:
Ir1 -2.7275 0.0793 0.6893
O1 -3.5590 -3.9715 4.3164
C1 -3.2485 -2.7887 3.8084
C2 -2.8756 -1.6890 4.6015
C3 -2.5491 -0.4912 4.0053
N1 -2.5919 -0.4236 2.6714
C4 -2.9729 -1.4435 1.9241
Br1 -3.5679 -0.0713 -1.4880
C5 -3.3195 -2.6716 2.4060
H1 -3.5444 -3.9868 5.2827
H2 -2.8595 -1.7739 5.6800
H3 -2.2753 0.3920 4.5647
H4 -3.6693 -3.4916 1.7968
O2 -2.1717 2.1323 0.6238
C6 -1.0612 2.4148 0.1150
O3 -0.2603 1.5918 -0.3743
C7 -0.6566 3.8807 0.1033
N2 -1.8759 4.7725 0.1333
C8 -1.5026 6.0923 -0.5470
C9 -0.0880 5.8757 -1.0940
C10 0.1087 4.3590 -1.1232
H5 -0.0895 4.0763 1.0165
H6 -2.2200 4.9179 1.0824
H7 -2.6407 4.3140 -0.3651
H8 -1.5610 6.8845 0.1936
H9 -2.2435 6.2823 -1.3186
H10 0.6460 6.3436 -0.4392
H11 0.0193 6.3212 -2.0796
H12 1.1542 4.0675 -1.0683
H13 -0.3171 3.9135 -2.0256
C11 3.1541 -3.5837 -0.8072
Ge1 1.2698 -3.4476 -0.4608
C12 0.8458 -3.7305 1.3989
C13 0.1047 -4.3839 -1.6716
Ge2 -0.0994 -0.4504 -0.5436
C14 0.2523 -0.2725 -2.4280
C15 1.3526 -0.9737 -2.9419
C16 1.6026 -0.9950 -4.3054
C17 0.7412 -0.3363 -5.1705
C18 -0.3631 0.3487 -4.6715
C19 -0.6123 0.3766 -3.3107
C20 1.4938 -0.2889 0.5502
C21 1.4081 -0.4763 1.9338
C22 2.5190 -0.2581 2.7307
C23 3.7226 0.1240 2.1460
C24 3.8155 0.2946 0.7693
C25 2.7082 0.0849 -0.0384
H14 3.3743 -4.5840 -0.4120
H15 3.7460 -2.8528 -0.2605
H16 3.3983 -3.5551 -1.8663
H17 0.9077 -4.8220 1.4880
H18 -0.1562 -3.4121 1.6824
H19 1.5822 -3.2625 2.0464
H20 0.3621 -5.4221 -1.4214
H21 0.3289 -4.1876 -2.7170
H22 -0.9529 -4.2143 -1.4836
H23 2.0515 -1.4825 -2.2841
H24 2.4667 -1.5192 -4.6914
H25 0.9328 -0.3496 -6.2351
H26 -1.0367 0.8517 -5.3522
H27 -1.4670 0.9218 -2.9403
H28 0.4716 -0.7812 2.3896
H29 2.4566 -0.3928 3.8024
H30 4.5927 0.2906 2.7675
H31 4.7558 0.5885 0.3216
H32 2.7906 0.2447 -1.1047

Computed, not measured: the ion C9H19BN with charge +1 at a distorted geometry, with ωB97M-V with the def2-TZVPD basis set.

The value obtained for the strongest force on any atom is 0.0846 hartree/bohr. As for the expectation value of S²: 2.008. The calculation puts the LUMO energy (alpha / beta) at -2.74 / -5.53 eV. The energy above the lowest of the compared OMol25 structures with the same formula, charge and spin is 0.000 eV. The total charge is +1. The orbital gap (alpha / beta) comes out at 8.460 / 8.546 eV. Its multiplicity is 3.

Positions of all 30 atoms, in Å:
B1 -1.7014 0.7696 0.0493
C1 1.8978 -0.4866 -1.2089
C2 -0.0152 -0.7798 0.7655
C3 -1.0716 -0.5897 -0.1748
C4 1.4251 -0.5460 0.1519
C5 -3.2696 0.9527 0.0214
C6 -0.8493 2.0627 0.1815
C7 0.0795 -2.2262 1.4467
C8 -1.2572 -1.6870 -1.2123
C9 3.3366 1.1128 0.2241
N1 2.1004 0.6143 -0.3104
H1 2.7479 -1.2128 -1.3529
H2 1.1956 -0.2756 -1.9997
H3 -0.1907 -0.0565 1.4747
H4 -3.7387 0.8927 1.0432
H5 -3.8360 0.1624 -0.4937
H6 -3.7084 1.9269 -0.3211
H7 -1.5263 2.4483 0.9870
H8 -1.0502 2.8395 -0.6523
H9 0.2917 2.1024 0.3977
H10 -0.6936 -2.3184 2.2591
H11 1.0171 -2.2386 1.9377
H12 0.2187 -2.9800 0.6608
H13 -2.2397 -2.1319 -1.0819
H14 -0.5449 -2.4748 -1.0552
H15 -1.2383 -1.3770 -2.2146
H16 3.1139 1.7186 1.1335
H17 4.1324 0.4421 0.5750
H18 3.7763 1.8625 -0.5651
H19 1.5981 1.4733 -0.6664

Computed, not measured: a cluster of 2 separate species, C4H8N2 in total at a distorted geometry, with ωB97M-V with the def2-TZVPD basis set.

The value obtained for the strongest force on any atom is 0.1027 hartree/bohr. The calculation puts the LUMO energy at -8.71 eV. The energy above the lowest of the compared OMol25 structures with the same formula, charge and spin is 1.303 eV. The total charge is +2. The orbital gap comes out at 11.771 eV.

Positions of all 14 atoms, in Å:
C1 1.4819 -0.6522 -0.4997
C2 -2.5268 -0.4274 0.1592
C3 -3.5527 0.3501 -0.2926
C4 3.5739 0.5259 0.1343
N1 -1.5098 -0.8537 0.4760
N2 2.4878 -0.1744 -0.2011
H1 0.5369 -1.1072 -0.7789
H2 -3.3216 1.3430 -0.1453
H3 -4.3435 0.3798 0.3793
H4 -3.8480 -0.0209 -1.2184
H5 4.2418 0.7425 -0.6873
H6 4.4095 0.0821 0.7608
H7 3.3939 1.2567 0.8373
H8 -1.0233 -1.4443 1.0763

Computed, not measured: a cluster of 2 separate species, CH3OS in total, with ωB97M-V with the def2-TZVPD basis set.

The value obtained for the strongest force on any atom is 0.0172 hartree/bohr. The calculation puts the LUMO energy at 4.20 eV. The energy above the lowest of the compared OMol25 structures with the same formula, charge and spin is 0.032 eV. The total charge is -1. The orbital gap comes out at 6.983 eV.

Positions of all 6 atoms, in Å:
S1 0.8615 1.0855 -1.1035
H1 2.0662 1.1771 -1.6897
O1 -1.4123 -1.5380 1.4840
C1 -0.5853 -0.8192 0.9849
H2 0.2559 -1.1856 0.3687
H3 -0.5530 0.2844 1.0201

Computed, not measured: a cluster of 15 separate species, C10H46IO17PS in total at a distorted geometry, with ωB97M-V with the def2-TZVPD basis set.

The value obtained for the strongest force on any atom is 0.0755 hartree/bohr. The calculation puts the LUMO energy at 0.00 eV. The total charge is 0. The orbital gap comes out at 8.943 eV.

Positions of all 76 atoms, in Å:
C1 1.5240 1.0582 -0.3915
C2 1.9925 -0.4369 -0.0338
C3 0.8526 -1.4035 0.5620
C4 0.1161 -2.2700 -0.5613
C5 -0.3246 -1.3157 -1.7970
C6 -1.2313 -2.0947 -2.8664
S1 -3.0747 -1.9672 -2.4822
C7 -0.3746 -0.7907 1.3975
O1 -1.3700 -0.1449 1.0538
O2 -0.1736 -1.1230 2.7990
C8 1.2848 -1.1699 2.9230
P1 2.0740 -1.3250 4.6419
C9 2.5275 -3.0983 5.0887
O3 3.5921 -0.4979 4.4903
C10 1.6558 -2.1889 1.7506
I1 0.8393 -4.2161 1.7828
H1 1.8294 1.8051 0.4249
H2 2.1276 1.3714 -1.3150
H3 0.4198 1.1307 -0.6462
H4 2.5025 -0.9390 -0.9296
H5 2.8005 -0.3558 0.7740
H6 -0.8717 -2.7277 -0.1928
H7 0.7596 -3.0844 -1.0308
H8 -0.9372 -0.4170 -1.4540
H9 0.5874 -0.8714 -2.3389
H10 -0.9707 -3.1936 -2.9837
H11 -1.1245 -1.5890 -3.8930
H12 -3.2309 -1.7558 -1.1127
H13 1.5435 -0.0804 2.6447
H14 3.6569 -3.2183 4.9611
H15 2.3202 -3.2046 6.2147
H16 1.9141 -3.9031 4.5780
H17 4.1585 -1.0351 3.8825
H18 2.7785 -2.3555 1.5856
O4 -1.2176 -0.2249 -5.4168
H19 -1.8686 0.3036 -4.9390
H20 -0.8966 0.3674 -6.1071
O5 1.8470 3.7142 -1.9843
H21 0.9327 3.9438 -1.7722
H22 2.3676 4.1997 -1.3308
O6 -1.5327 -5.5017 -4.5625
H23 -2.1814 -4.9663 -4.0911
H24 -1.2077 -4.9098 -5.2551
O7 1.3840 -1.0943 7.6374
H25 0.7396 -0.5520 8.1129
H26 1.7199 -0.5071 6.9459
O8 2.9736 5.5074 0.3644
H27 2.5334 6.3008 0.6916
H28 3.8916 5.7802 0.2481
O9 1.2674 2.6201 2.8699
H29 1.9171 1.9269 3.0385
H30 0.5147 2.1430 2.4974
O10 -1.1383 4.1026 -2.3026
H31 -1.6155 4.1293 -1.4628
H32 -1.8199 3.8853 -2.9498
O11 -2.1359 7.0738 -3.0500
H33 -1.6269 7.2986 -3.8372
H34 -1.8454 6.1784 -2.8314
O12 0.4233 1.3951 9.3603
H35 -0.4216 1.5485 9.7998
H36 1.0542 1.9126 9.8776
O13 -0.9939 -3.4173 -6.6399
H37 -1.4487 -2.6309 -6.2995
H38 -0.0808 -3.1285 -6.7532
O14 -2.7517 2.0842 -1.2744
H39 -3.1873 1.7934 -0.4635
H40 -1.8746 1.6841 -1.2239
O15 2.8084 2.4825 8.2756
H41 3.4584 1.7894 8.4430
H42 2.0545 2.0101 7.8999
O16 -3.6323 -1.2783 -6.3085
H43 -4.1123 -1.2683 -5.4716
H44 -4.3094 -1.4977 -6.9629
O17 -6.3358 -2.5272 -6.8272
H45 -6.8157 -2.5173 -5.9905
H46 -7.0105 -2.7455 -7.4809